{
  "formula": "C29H60BrNO21PS2",
  "method": "wB97M-V/def2-TZVPD",
  "gap_ev": 7.133,
  "total_energy_ev": -176528.350,
  "charge": 1,
  "multiplicity": 1,
  "e_homo_ha": -0.4026,
  "elements": ["Br", "S", "S", "P", "O", "O", "O", "O", "O", "O", "O", "O", "O", "O", "O", "O", "O", "O", "O", "O", "O", "O", "O", "O", "O", "N", "C", "C", "C", "C", "C", "C", "C", "C", "C", "C", "C", "C", "C", "C", "C", "C", "C", "C", "C", "C", "C", "C", "C", "C", "C", "C", "C", "C", "C", "H", "H", "H", "H", "H", "H", "H", "H", "H", "H", "H", "H", "H", "H", "H", "H", "H", "H", "H", "H", "H", "H", "H", "H", "H", "H", "H", "H", "H", "H", "H", "H", "H", "H", "H", "H", "H", "H", "H", "H", "H", "H", "H", "H", "H", "H", "H", "H", "H", "H", "H", "H", "H", "H", "H", "H", "H", "H", "H", "H"],
  "xyz": [[-3.233, -2.443, -0.908], [-4.086, -3.623, 6.433], [-2.945, -1.605, 4.701], [-3.307, -0.652, 0.226], [-1.759, -8.105, 5.810], [-0.642, -6.830, 7.296], [1.451, 3.393, -5.630], [6.153, 4.553, -4.895], [3.215, 3.451, 1.005], [11.016, 4.627, -8.534], [0.673, 2.040, -7.259], [4.963, 6.226, -5.827], [6.807, 6.711, -4.820], [12.710, 4.302, -7.239], [-0.525, -8.977, 7.486], [-0.814, 0.040, -1.067], [3.685, 3.308, 3.104], [-9.714, -3.268, 5.361], [10.867, 5.279, -6.382], [-11.030, -1.473, 5.726], [0.763, 4.286, -7.469], [0.678, 1.469, -1.953], [2.228, 1.829, 2.224], [-11.295, -2.844, 3.954], [-1.478, 2.030, -1.572], [-4.347, -3.905, 3.825], [-1.470, -1.921, 3.694], [-1.171, -5.697, 6.614], [-9.010, -2.947, 6.566], [2.512, 2.939, -0.130], [-1.551, -1.828, 2.161], [-10.714, -2.434, 5.078], [-0.880, -10.292, 7.035], [-3.405, -4.925, 3.318], [-4.081, -5.927, 2.372], [4.014, 5.246, -6.260], [-6.237, -2.356, 3.373], [-5.017, -3.089, 2.815], [-2.298, -0.561, 1.706], [13.329, 4.413, -5.953], [-1.227, 3.344, -2.119], [-12.413, -2.044, 3.546], [-0.431, 1.220, -1.586], [5.995, 5.718, -5.155], [0.221, -0.953, -0.983], [9.682, 5.106, -8.734], [11.474, 4.784, -7.296], [2.976, 2.773, 2.123], [0.935, 3.133, -6.833], [-1.044, -7.991, 6.773], [0.223, 4.158, -8.793], [-3.820, -3.164, 4.918], [7.975, 6.307, -4.091], [1.728, 2.228, -4.845], [3.530, 2.675, 4.379], [13.403, 5.456, -5.653], [-3.759, -5.798, 1.334], [-0.757, 3.687, -8.759], [12.761, 3.860, -5.208], [-13.189, -2.058, 4.308], [2.495, 2.730, 4.708], [7.691, 5.832, -3.153], [2.815, 1.915, -0.330], [0.889, 3.567, -9.419], [1.441, 2.976, 0.058], [0.815, 1.666, -4.663], [2.771, 3.577, -0.970], [-2.019, -2.728, 1.757], [-0.763, -4.821, 7.110], [-5.984, -1.349, 3.717], [-3.001, -0.238, 2.487], [1.049, -0.600, -0.371], [-0.380, -10.972, 7.716], [-2.258, -5.687, 6.677], [-1.043, -2.890, 3.971], [-1.958, -10.430, 7.080], [-6.659, -2.914, 4.214], [-9.674, -2.985, 7.426], [3.227, 5.795, -6.766], [8.985, 4.575, -8.089], [-2.170, 3.872, -2.040], [-3.847, -6.947, 2.674], [4.483, 4.540, -6.945], [-0.534, -10.450, 6.016], [2.132, 2.593, -3.907], [-4.318, -2.357, 2.385], [-7.020, -2.268, 2.617], [-2.535, -4.460, 2.833], [-1.604, 0.265, 1.505], [-8.565, -1.956, 6.495], [-0.528, -1.807, 1.778], [-3.027, -5.460, 4.193], [4.172, 3.231, 5.054], [-0.456, 3.849, -1.542], [-4.646, -0.485, 0.564], [3.603, 4.711, -5.410], [2.456, 1.593, -5.347], [0.146, 5.172, -9.170], [-12.102, -1.017, 3.366], [8.525, 7.222, -3.901], [14.318, 3.982, -6.073], [-8.236, -3.703, 6.659], [9.460, 4.909, -9.777], [-0.768, -1.171, 4.071], [0.577, -1.252, -1.966], [-0.867, -5.710, 5.567], [-12.773, -2.500, 2.630], [-5.320, -3.757, 2.008], [8.581, 5.626, -4.684], [9.625, 6.173, -8.528], [-3.003, 0.377, -0.654], [-0.919, 3.264, -3.159], [-5.168, -5.817, 2.391], [3.844, 1.635, 4.328], [-0.275, -1.789, -0.501]],
  "atomic_forces_ev_per_a": [[0.05, -0.29, -0.07], [-0.02, -0.02, 0.26], [-0.10, 0.27, -0.02], [-0.19, 0.37, 0.01], [-0.08, -0.04, -0.11], [-0.01, -0.01, -0.02], [-0.04, -0.03, 0.09], [0.02, -0.13, 0.03], [0.00, -0.03, -0.06], [-0.03, -0.01, -0.07], [-0.05, -0.13, -0.04], [-0.04, 0.01, -0.08], [0.04, 0.06, 0.02], [0.07, -0.02, 0.00], [0.03, -0.08, 0.05], [0.03, -0.09, -0.06], [0.04, 0.03, 0.03], [0.07, -0.04, 0.00], [-0.09, 0.07, 0.17], [-0.04, 0.12, 0.07], [0.00, 0.06, -0.03], [0.04, 0.06, -0.19], [-0.10, -0.10, 0.01], [-0.03, -0.01, -0.07], [-0.17, 0.04, -0.03], [0.50, 0.60, -0.07], [0.30, -0.25, -0.08], [0.05, 0.18, 0.02], [0.13, -0.05, 0.03], [0.03, 0.07, 0.00], [-0.18, 0.00, 0.13], [0.02, -0.04, -0.02], [0.03, -0.04, 0.03], [-0.21, -0.25, 0.23], [0.00, 0.07, -0.14], [-0.03, 0.08, -0.03], [-0.04, 0.01, 0.03], [-0.02, -0.14, -0.04], [0.34, 0.20, 0.06], [0.06, -0.02, -0.01], [-0.05, 0.11, -0.03], [-0.02, -0.03, -0.05], [0.25, -0.09, 0.21], [-0.01, 0.03, 0.02], [-0.01, -0.20, 0.19], [-0.01, -0.01, -0.06], [0.00, -0.01, -0.05], [0.01, 0.03, 0.03], [0.02, 0.04, 0.00], [0.03, 0.06, 0.02], [0.00, 0.05, -0.02], [-0.32, -0.49, -0.26], [0.11, 0.03, -0.01], [0.09, 0.04, 0.03], [0.03, 0.02, 0.05], [-0.01, 0.01, 0.00], [-0.03, -0.02, 0.13], [0.00, -0.01, 0.00], [-0.01, 0.01, 0.00], [0.00, 0.01, 0.01], [-0.01, 0.00, -0.01], [-0.02, -0.02, -0.01], [-0.05, -0.02, -0.03], [0.00, -0.02, 0.00], [-0.01, -0.04, -0.05], [0.00, -0.03, -0.03], [0.04, 0.04, 0.04], [-0.07, 0.07, 0.05], [0.02, -0.04, 0.06], [-0.01, -0.11, 0.08], [0.02, -0.08, -0.04], [-0.01, 0.07, -0.04], [0.00, -0.01, 0.00], [0.01, -0.04, -0.03], [-0.09, 0.13, -0.02], [-0.01, 0.01, -0.01], [0.04, 0.04, -0.11], [-0.04, 0.03, -0.02], [0.00, 0.02, 0.01], [0.00, 0.00, 0.01], [0.00, 0.01, -0.01], [0.01, 0.06, -0.06], [0.00, -0.03, 0.02], [-0.01, 0.01, -0.01], [0.00, 0.01, 0.00], [0.13, 0.09, -0.17], [0.10, 0.03, 0.03], [-0.06, -0.03, -0.04], [-0.08, -0.12, 0.10], [-0.03, 0.02, 0.02], [-0.09, 0.00, 0.00], [-0.06, 0.12, -0.06], [0.00, -0.01, 0.01], [0.01, -0.03, 0.01], [-0.13, -0.08, 0.06], [0.01, -0.02, 0.01], [-0.03, -0.01, -0.03], [0.00, 0.00, -0.01], [0.00, 0.01, 0.01], [-0.01, 0.01, 0.01], [0.01, 0.00, 0.01], [0.00, -0.01, -0.01], [-0.01, 0.00, 0.00], [-0.10, -0.02, -0.08], [-0.03, 0.14, -0.06], [-0.03, 0.00, -0.01], [-0.01, 0.01, 0.00], [0.04, 0.00, 0.09], [-0.01, -0.01, -0.01], [0.00, 0.00, 0.01], [-0.12, 0.12, 0.00], [0.01, -0.02, 0.00], [0.10, -0.09, 0.13], [-0.01, -0.01, -0.01], [0.18, -0.16, -0.03]],
  "mulliken_charge": [-0.024, -0.088, -0.151, 0.418, -0.562, -0.338, -0.255, -0.562, -0.330, -0.309, -0.552, -0.345, -0.339, -0.325, -0.351, -0.027, -0.336, -0.319, -0.546, -0.536, -0.310, -0.441, -0.562, -0.320, -0.384, 0.121, -1.080, -0.404, -0.666, -0.434, -0.185, 0.802, -0.624, 0.740, -1.519, -0.475, -1.495, 0.239, -0.945, -0.620, -0.538, -0.632, 0.653, 0.793, -0.768, -0.606, 0.824, 0.748, 0.758, 0.739, -0.683, -0.087, -0.549, -0.696, -0.610, 0.290, 0.311, 0.300, 0.293, 0.301, 0.287, 0.301, 0.284, 0.311, 0.155, 0.288, 0.246, 0.255, 0.280, 0.342, 0.564, 0.296, 0.218, 0.148, 0.454, 0.300, 0.268, 0.375, 0.251, 0.280, 0.247, 0.410, 0.297, 0.295, 0.135, -0.583, 0.517, -0.107, 0.556, 0.292, 0.351, -0.064, 0.215, 0.272, 0.202, 0.166, 0.473, 0.234, 0.295, 0.205, 0.215, 0.192, 0.210, 0.532, 0.340, 0.254, 0.217, 0.684, 0.249, 0.290, 0.027, 0.207, 0.384, 0.288, 0.203]
}

{
  "formula": "C29H60Cl22FN3OPS",
  "method": "wB97M-V/def2-TZVPD",
  "gap_ev": 5.950,
  "total_energy_ev": -335893.962,
  "charge": -1,
  "multiplicity": 1,
  "relative_energy_ev": 3.403,
  "e_homo_ha": -0.1563,
  "elements": ["Cl", "Cl", "Cl", "Cl", "Cl", "Cl", "Cl", "Cl", "Cl", "Cl", "Cl", "Cl", "Cl", "Cl", "Cl", "Cl", "Cl", "Cl", "Cl", "Cl", "Cl", "Cl", "S", "P", "F", "O", "N", "N", "N", "C", "C", "C", "C", "C", "C", "C", "C", "C", "C", "C", "C", "C", "C", "C", "C", "C", "C", "C", "C", "C", "C", "C", "C", "C", "C", "C", "C", "C", "H", "H", "H", "H", "H", "H", "H", "H", "H", "H", "H", "H", "H", "H", "H", "H", "H", "H", "H", "H", "H", "H", "H", "H", "H", "H", "H", "H", "H", "H", "H", "H", "H", "H", "H", "H", "H", "H", "H", "H", "H", "H", "H", "H", "H", "H", "H", "H", "H", "H", "H", "H", "H", "H", "H", "H", "H", "H", "H", "H"],
  "xyz": [[-7.440, 4.917, 0.541], [0.021, -1.594, -8.568], [7.279, -1.959, -3.300], [0.819, 7.743, -4.390], [-1.861, 3.323, -1.020], [2.170, -1.289, -6.618], [-6.042, 1.261, 5.640], [2.245, -6.112, 3.300], [-0.078, 4.377, 6.542], [1.622, -3.269, 3.092], [-6.700, 4.872, 5.719], [0.949, 2.920, -0.339], [-0.266, -7.134, 5.157], [-6.081, 6.565, 3.416], [-8.850, 1.652, 4.952], [-4.366, -2.946, 2.433], [0.610, 6.483, 4.642], [-5.769, -0.488, 1.726], [1.243, 4.967, -3.596], [-5.754, 2.605, 1.122], [7.073, 0.124, -5.331], [-0.846, -9.759, 6.292], [0.404, 1.489, 3.805], [0.113, -0.677, -2.721], [0.478, 0.901, -3.472], [3.037, 2.256, 2.778], [-1.428, 0.097, -2.120], [3.737, 0.328, 1.704], [2.506, 0.098, 2.250], [-5.724, -2.246, 1.544], [-2.238, 1.487, 2.598], [-2.215, -0.133, 2.508], [1.180, 5.042, 5.493], [-0.784, -1.135, -4.345], [4.436, -1.854, -0.979], [-5.866, 4.371, 1.134], [4.074, 1.676, 2.002], [-0.200, 3.284, -1.632], [0.020, -8.873, 5.030], [-7.186, 1.656, 4.353], [4.911, -0.449, -1.642], [5.244, -2.220, 0.368], [3.000, -0.397, -3.423], [1.003, 6.076, -4.951], [-6.957, 6.440, 4.948], [0.958, -4.898, 3.241], [2.025, 1.273, 2.930], [-0.274, -2.200, -0.197], [-1.932, -0.442, 0.963], [-0.460, -2.280, -1.803], [1.217, -0.492, -7.872], [-1.679, -1.976, 0.591], [8.170, -0.912, -4.410], [-0.769, 2.116, 2.473], [4.290, -3.205, 1.236], [3.524, 0.292, -2.071], [1.776, -1.433, -3.248], [-0.932, -2.699, -4.658], [-0.325, -9.217, 4.057], [-1.833, -0.678, -4.454], [-8.021, 6.569, 4.758], [0.321, -5.100, 2.381], [5.337, 0.168, -0.781], [1.884, -0.151, -8.662], [0.699, 0.360, -7.433], [2.042, 5.308, 6.101], [-7.094, 0.918, 3.560], [8.850, -0.285, -3.836], [5.030, 2.170, 1.664], [0.104, 5.783, -5.491], [-2.836, 1.812, 1.666], [-0.032, -3.338, -4.393], [5.546, -1.312, 0.978], [1.086, -9.063, 5.133], [0.170, -3.190, -2.132], [-0.326, 1.915, 1.428], [3.700, 1.401, -2.264], [1.463, 4.287, 4.760], [-0.171, -0.680, -5.210], [4.500, -2.684, -1.770], [1.744, -2.076, -4.210], [3.327, -1.822, -0.666], [-0.951, 0.107, 0.705], [3.889, -1.025, -3.821], [-1.213, -2.809, -5.770], [-6.604, 7.223, 5.618], [0.044, 4.259, -2.060], [-5.617, -2.488, 0.488], [-0.123, 2.512, -2.400], [3.996, -4.138, 0.626], [2.840, 0.180, -1.172], [-6.652, -2.666, 1.927], [-1.770, 0.786, -2.820], [-1.854, -3.092, -4.087], [2.088, -2.159, -2.408], [-5.086, 4.776, 0.490], [3.286, -2.689, 1.497], [2.833, 0.396, -4.242], [-0.889, 3.261, 2.522], [8.736, -1.532, -5.103], [5.625, -0.589, -2.516], [0.541, -1.483, 0.146], [0.761, -0.175, -1.538], [-2.728, -0.049, 0.249], [-2.523, -2.454, -0.024], [4.795, -3.586, 2.182], [-2.838, 1.869, 3.491], [-1.417, -0.593, 3.174], [-3.266, -0.537, 2.734], [-1.105, 0.708, -1.340], [0.072, -3.251, 0.140], [0.373, -4.958, 4.155], [6.139, -2.863, 0.049], [-5.729, 4.732, 2.154], [1.866, 6.019, -5.612], [-6.953, 2.645, 3.964], [-1.586, -2.463, -1.963], [-1.580, -2.590, 1.564]],
  "atomic_forces_ev_per_a": [[-0.01, 0.09, 0.02], [-0.08, 0.05, -0.12], [0.57, -0.39, -0.24], [-0.02, 0.09, -0.09], [-0.21, 0.14, 0.09], [0.06, 0.15, -0.32], [0.07, 0.03, -0.07], [0.14, -0.08, -0.12], [0.06, -0.05, 0.02], [-0.53, -0.11, 0.32], [-0.01, 0.07, 0.03], [0.33, 0.09, -0.21], [-0.27, -0.31, 0.21], [-0.10, 0.53, 0.40], [-0.09, 0.04, -0.05], [-0.28, -0.20, -0.01], [0.08, 0.04, -0.05], [-0.15, -0.09, -0.10], [0.53, 0.43, -0.91], [0.08, 0.13, -0.04], [0.06, 0.05, -0.05], [0.02, -0.11, -0.01], [1.55, 0.29, -1.53], [-1.47, -0.99, 0.18], [0.50, 0.12, -0.22], [0.52, -1.42, -1.09], [-0.15, 1.59, 0.29], [-0.09, 5.18, 1.72], [-1.36, 3.50, 2.11], [-0.06, -0.29, -0.09], [-0.03, -0.98, -0.36], [-0.86, 0.80, -1.29], [0.24, -0.17, -0.04], [-0.08, -0.45, -1.96], [0.36, 0.34, 0.32], [0.33, -0.02, 0.07], [-2.88, -4.05, 0.25], [-0.02, 0.11, -0.26], [0.18, -0.02, -0.20], [0.11, 0.03, -0.26], [-2.17, 0.18, 1.09], [-0.84, -1.86, -0.65], [0.37, -0.48, -0.26], [0.09, -0.16, -0.20], [-0.17, 0.16, 0.19], [-0.19, 0.34, -0.10], [2.72, -2.73, -2.88], [-0.80, -1.46, -0.05], [0.86, -0.43, -0.19], [0.33, -0.83, 1.23], [0.20, 0.20, 0.09], [1.20, -0.17, 0.46], [0.21, -0.07, 0.02], [-0.94, 0.95, -1.19], [-0.21, 0.30, -0.42], [1.19, -0.39, -0.53], [1.80, -0.32, -0.49], [-1.33, 0.31, -0.30], [-0.06, 0.10, 0.18], [1.47, -0.60, 0.34], [0.18, -0.11, -0.08], [0.19, 0.03, 0.04], [-0.07, -0.76, -1.24], [-0.10, -0.17, 0.07], [-0.02, -0.24, 0.06], [-0.21, 0.05, -0.03], [-0.04, 0.02, 0.21], [-0.20, -0.04, -0.03], [-1.65, -0.26, 0.81], [0.07, 0.06, 0.20], [1.07, -0.21, 1.37], [-1.11, 0.90, -0.44], [-0.40, -1.19, -0.96], [-0.16, 0.10, 0.08], [-1.20, 1.23, 0.31], [-0.70, 0.01, 1.99], [-0.20, -1.28, 0.31], [-0.20, 0.07, 0.06], [-0.82, -0.60, 1.28], [0.06, 0.94, 1.26], [-0.14, 1.00, 1.56], [1.66, 0.28, -0.62], [-1.53, -0.81, 0.23], [-1.18, 0.90, 0.52], [0.67, -0.05, 1.51], [0.07, -0.16, -0.12], [-0.52, -0.55, 0.86], [0.12, 0.14, 0.15], [0.04, -0.17, 0.20], [0.54, 1.40, 0.74], [0.58, 0.26, -1.35], [0.15, 0.14, 0.05], [0.28, -0.67, 0.52], [1.54, 0.38, -0.74], [-0.48, 1.09, -1.18], [-0.16, -0.14, -0.03], [2.08, -0.69, -0.51], [-0.15, -1.22, 1.39], [0.50, -1.70, 0.21], [-0.19, 0.06, 0.06], [-1.23, 0.53, 1.52], [-1.11, -0.65, -0.42], [0.13, 0.07, 0.02], [0.90, -0.21, 1.22], [1.15, 0.85, 0.89], [-0.66, 0.61, -1.06], [1.09, -0.46, -0.90], [-1.09, 0.52, -0.81], [1.79, 0.66, 0.11], [-0.48, -0.60, -0.59], [-0.32, 1.51, -0.44], [0.23, 0.07, -0.11], [-0.83, 1.18, 0.66], [-0.13, -0.41, -0.45], [-0.07, 0.06, 0.18], [-0.06, -0.12, 0.17], [1.86, 0.19, -0.05], [-0.30, 0.95, -1.29]],
  "mulliken_charge": [-0.157, -0.182, -0.076, -0.172, -0.163, -0.052, -0.155, -0.189, -0.151, -0.021, -0.108, -0.031, -0.134, -0.137, -0.185, -0.107, -0.170, -0.069, -0.085, -0.063, -0.142, -0.170, -0.220, 3.849, -0.963, -0.257, -0.859, -0.001, -0.025, -0.476, -0.466, -0.502, 0.258, -0.449, 0.757, -0.155, -0.193, 0.283, -0.272, 0.624, -0.101, -0.492, -0.624, -0.303, -0.297, -0.370, 0.066, 0.476, 0.801, -1.254, -0.344, -0.455, -0.297, 0.628, -0.479, -0.053, -0.742, -1.021, 0.295, 0.293, 0.269, 0.329, 0.234, 0.378, 0.206, 0.308, -0.037, 0.244, 0.364, 0.260, -0.061, 0.151, 0.287, 0.267, 0.388, -0.922, 0.316, -0.240, -0.267, 0.408, 0.049, -0.978, -0.778, 0.460, 0.352, 0.314, 0.313, 0.287, -0.270, 0.283, -0.214, 0.345, 0.392, 0.299, 0.050, 0.364, -0.379, 0.181, 0.440, 0.300, -0.430, -0.314, -0.882, 0.404, 0.080, 0.373, 0.346, 0.283, 0.171, -0.709, 0.189, 0.260, 0.343, -0.030, 0.277, -0.243, 0.155, 0.096]
}